Entry 1:
The molecule C4H4FP, computed with wB97M-V/def2-TZVPD.

The geometry in ORCA input format:
```
! wB97M-V def2-TZVPD RIJCOSX def2/J DEFGRID3
* xyz 0 3
C 0.65168 -0.10234 0.89921
C -0.56155 0.32232 1.16128
C -0.04164 0.07148 -1.36287
C 0.93190 -0.20332 -0.48668
F 2.19181 -0.47139 -0.97045
P -1.49790 0.69106 -0.37232
H 1.26502 -0.39231 1.63669
H -0.85072 0.47526 2.19211
H -0.03887 0.12941 -2.38305
H -2.04973 -0.52016 -0.31392
*
```

Energy above the lowest of the compared OMol25 structures with the same formula, charge and spin, kcal/mol: 0.0
Expectation value of S²: 2.0102
Electronic energy, eV: -16213.7539
HOMO-LUMO gap (alpha / beta), eV: 6.776 / 7.137
Molar mass, g mol⁻¹: 102.05

Mulliken atomic charge list, values in e, 5 entries: number 1, C, carries -0.477; number 2, C, carries -0.502; number 3, C, carries -0.786; number 4, C, carries 0.684; number 5, F, carries -0.277

---

Entry 2:
A structure of composition C5H10N3, computed with wB97M-V/def2-TZVPD.

The geometry in ORCA input format:
```
! wB97M-V def2-TZVPD RIJCOSX def2/J DEFGRID3
* xyz 1 1
C 0.02181 -1.36570 -0.28204
C 0.68415 -2.57448 0.22213
C 0.93714 0.33026 -0.05165
C -1.43506 0.27477 -0.82846
C -0.51603 2.10437 0.64481
N -1.05772 -1.04315 -0.71766
N 1.84851 -2.42736 0.59412
N -0.15098 1.19570 -0.44789
H 0.00965 -3.49682 0.08372
H 1.38549 0.63758 0.93494
H 1.70396 0.22762 -0.69023
H -1.75379 0.63934 -1.76270
H -2.10093 0.33779 -0.02373
H -0.88267 1.38832 1.27584
H 0.27813 2.67800 1.00736
H -1.39864 2.60905 0.51286
H 2.35029 -3.23375 0.90741
H 0.07668 1.71848 -1.37883
*
```

Energy above the lowest of the compared OMol25 structures with the same formula, charge and spin, kcal/mol: 100.9
Electronic energy, eV: -9807.3721
HOMO-LUMO gap, eV: 10.435
Molar mass, g mol⁻¹: 112.16

Mulliken atomic charge list, values in e, 5 entries: number 1, C, carries 0.697; number 2, C, carries -0.291; number 3, C, carries -0.809; number 4, C, carries -0.410; number 5, C, carries -1.252

---

Entry 3:
The molecule C10H15NO2, computed with wB97M-V/def2-TZVPD.

The geometry in ORCA input format:
```
! wB97M-V def2-TZVPD RIJCOSX def2/J DEFGRID3
* xyz 0 1
C -0.86799 -0.10365 -0.81465
C -1.99957 -0.10198 -1.32016
C 0.24604 -0.88739 1.82132
C -0.98527 0.07815 2.01447
C 0.91118 1.15411 0.92244
C 1.02375 -0.30759 0.58173
C -0.61854 1.12556 1.08282
C 0.57286 -0.56524 -0.86844
C 0.62577 -2.14253 -1.24349
C 1.42212 0.24795 -1.74419
N -1.38334 2.14354 0.56563
O -2.59402 2.01977 0.61852
O -0.81168 3.06553 0.02852
H -2.33517 -0.54373 -2.30320
H -2.68243 0.57309 -0.82828
H 1.07674 -0.86421 2.60192
H -0.13382 -1.90674 1.67683
H -2.04464 -0.32225 1.93496
H -0.88318 0.49612 2.98302
H 1.51343 1.41614 1.77815
H 1.14438 1.88096 0.14201
H 2.05496 -0.76770 0.73447
H 1.63913 -2.28273 -1.66574
H -0.17923 -2.38031 -1.91742
H 0.49705 -2.55696 -0.29016
H 2.45179 0.28993 -1.62145
H 1.19367 1.31021 -1.93959
H 1.14600 -0.06806 -2.93003
*
```

Energy above the lowest of the compared OMol25 structures with the same formula, charge and spin, kcal/mol: 182.6
Electronic energy, eV: -16191.1745
HOMO-LUMO gap (alpha / beta), eV: 8.517 / 8.517
Molar mass, g mol⁻¹: 181.24

Mulliken atomic charge list, values in e, 5 entries: number 1, C, carries -0.635; number 2, C, carries -0.652; number 3, C, carries -0.856; number 4, C, carries -0.532; number 5, C, carries -1.140